one.
46
Properties=species:S:1:pos:R:3 method="wB97M-V/def2-TZVPD" e_homo_ev=-8.400 smiles="CCCCCCCN1N=C(C)[C@@H](C(=O)c2ccccc2)C1=O" orbital_gap_ev=7.82
C 0.577 -7.316 1.829
C 0.950 -5.864 1.169
C -0.302 -5.074 0.804
C -0.068 -3.865 0.164
C 0.798 -2.810 1.131
C 0.842 -1.624 0.269
C -0.557 -0.871 0.089
N -0.006 0.455 -0.742
N 0.159 0.519 -1.899
C 0.458 1.555 -2.544
C 0.522 2.047 -3.963
C 0.359 2.548 -1.508
C -0.651 3.819 -1.514
O -1.626 3.684 -2.351
C -0.623 4.676 -0.295
C -1.950 5.430 -0.344
C -1.969 6.495 0.632
C -1.091 6.524 1.660
C 0.414 5.777 1.506
C 0.278 4.900 0.632
C 0.147 1.634 -0.164
O -0.043 1.973 1.074
H 1.559 -7.944 2.170
H 0.116 -8.065 1.154
H 0.148 -7.043 2.837
H 1.269 -6.362 0.159
H 1.609 -5.537 1.871
H -1.069 -5.995 0.210
H -0.976 -4.934 1.921
H -1.321 -3.568 -0.194
H 0.466 -4.167 -0.817
H 0.070 -2.634 1.656
H 1.801 -3.220 1.242
H 1.606 -0.951 0.868
H 1.333 -1.819 -0.724
H -0.980 -1.353 -0.608
H -0.870 -0.487 0.878
H -0.108 2.734 -4.148
H 0.413 1.075 -4.473
H 1.445 2.595 -3.833
H 1.257 3.053 -1.125
H -2.526 5.486 -1.119
H -2.852 7.205 0.813
H -1.112 7.258 2.538
H 0.973 5.864 2.253
H 1.128 4.198 0.838

two.
46
Properties=species:S:1:pos:R:3 method="wB97M-V/def2-TZVPD" e_homo_ev=-7.130 orbital_gap_ev=6.81
C -1.359 -4.076 -5.589
C -2.147 -2.926 -4.974
C -1.554 -2.496 -3.634
C -2.388 -1.440 -2.905
C -2.458 -0.081 -3.602
C -1.124 0.677 -3.611
N -0.697 1.028 -2.278
C 0.197 0.260 -1.593
C 0.539 0.515 -0.311
C -0.034 1.614 0.409
C 0.254 1.942 1.719
C 1.143 1.260 2.554
C 1.421 1.602 3.856
C 0.821 2.701 4.488
N 0.317 3.606 4.987
C 2.378 0.796 4.617
O 2.957 -0.178 4.183
O 2.549 1.261 5.866
C 3.465 0.544 6.685
C 3.560 1.250 8.025
C -0.967 2.393 -0.354
C -1.267 2.086 -1.633
H -1.794 -4.371 -6.541
H -0.325 -3.782 -5.761
H -1.363 -4.939 -4.928
H -2.148 -2.085 -5.671
H -3.184 -3.236 -4.825
H -0.536 -2.136 -3.793
H -1.486 -3.374 -2.988
H -3.407 -1.820 -2.799
H -1.988 -1.303 -1.898
H -2.789 -0.207 -4.633
H -3.202 0.535 -3.090
H -0.349 0.070 -4.080
H -1.237 1.596 -4.195
H 0.628 -0.564 -2.140
H 1.258 -0.124 0.172
H -0.249 2.803 2.139
H 1.673 0.391 2.187
H 3.107 -0.487 6.802
H 4.439 0.507 6.183
H 2.581 1.284 8.496
H 4.252 0.718 8.672
H 3.910 2.269 7.884
H -1.434 3.245 0.114
H -1.967 2.668 -2.213

Relative to the most stable structure, the computed energies are one 355.8; two 0.0, all in kcal/mol.

one.
8
Properties=species:S:1:pos:R:3 method="wB97M-V/def2-TZVPD" charge=-2 e_homo_ev="-0.392 / -0.391" orbital_gap_ev="6.47 / 6.47"
N 0.750 0.497 0.322
O -1.721 1.202 1.254
O -0.430 -0.762 2.291
O -1.342 -1.105 -0.038
P -0.763 0.006 1.082
S 0.899 -0.158 -2.109
H 0.506 1.270 -0.228
H -0.502 -0.953 -0.628

two.
8
Properties=species:S:1:pos:R:3 method="wB97M-V/def2-TZVPD" charge=-2 e_homo_ev=1.427 orbital_gap_ev=4.98
N -1.368 0.747 -0.681
O 1.004 -1.357 0.803
O 1.790 1.027 0.247
O 1.777 -0.745 -1.630
P 1.408 -0.358 -0.212
S -2.288 0.013 0.317
H -0.379 0.295 -0.500
H -1.945 0.378 1.655

Relative to the most stable structure, the computed energies are one 0.0; two 10.5, all in kcal/mol.

one.
12
Properties=species:S:1:pos:R:3 method="wB97M-V/def2-TZVPD" e_homo_ev="-10.012 / -9.643" orbital_gap_ev="8.44 / 8.18"
C -1.235 -2.277 -0.168
C 0.774 1.493 -0.100
C -0.446 0.638 -0.190
N -2.152 -2.970 -0.435
Si 0.156 -1.126 -0.047
H 0.636 2.642 -0.052
H 1.462 1.210 0.836
H 1.489 1.333 -0.908
H -1.301 0.814 -0.920
H -0.834 0.777 0.790
H 0.592 -1.143 2.422
H 0.860 -1.391 -1.228

two.
12
Properties=species:S:1:pos:R:3 method="wB97M-V/def2-TZVPD" e_homo_ev=-9.631 smiles="[H]/N=C/[SiH2]C=C" orbital_gap_ev=10.61
H 2.563 1.444 0.562
N 1.702 1.078 0.199
C 1.700 -0.201 0.253
Si 0.156 -1.110 -0.012
C -1.160 0.216 0.250
C -1.861 0.819 -0.680
H 2.765 -0.674 0.344
H 0.195 -2.025 -1.212
H -0.105 -1.903 1.112
H -1.422 0.229 1.325
H -2.806 1.321 -0.390
H -1.728 0.807 -1.751

Relative to the most stable structure, the computed energies are one 41.6; two 0.0, all in kcal/mol.

one.
9
Properties=species:S:1:pos:R:3 method="wB97M-V/def2-TZVPD" charge=-1 e_homo_ev="-4.477 / -4.477" smiles="N=[S@@](=O)([O-])CBr" orbital_gap_ev="7.92 / 7.92"
N 1.624 1.014 1.242
S 0.867 -0.079 0.297
O 1.489 -0.163 -1.012
O 0.604 -1.307 1.131
C -1.182 -0.153 -0.653
Br -2.376 -0.739 0.659
H 1.848 1.692 0.528
H -1.618 0.765 -0.901
H -1.255 -1.029 -1.290

two.
9
Properties=species:S:1:pos:R:3 method="wB97M-V/def2-TZVPD" charge=-1 e_homo_ev=-4.079 orbital_gap_ev=7.45
C -0.009 0.185 1.146
N 0.746 0.177 -0.322
O -1.446 -1.180 -1.059
O -0.516 0.475 -2.581
S -0.216 -0.777 -1.790
Br 1.255 -0.494 2.422
H -0.807 -0.586 1.194
H -0.302 1.111 1.535
H 1.296 1.089 -0.547

Relative to the most stable structure, the computed energies are one 24.5; two 0.0, all in kcal/mol.

one.
38
Properties=species:S:1:pos:R:3 method="wB97M-V/def2-TZVPD" e_homo_ev=-9.600 smiles="CC[C@H](C)[C@H](NC(=O)[C@@H](N)CCC(=O)O)C(=O)O" orbital_gap_ev=10.05
C 4.041 -1.866 1.338
C 3.154 -0.683 1.255
C 2.162 -0.710 0.060
C 2.898 -0.861 -1.311
C 1.156 0.520 0.079
N 0.041 0.148 -0.722
C -0.841 -0.779 -0.374
O -0.962 -1.334 0.756
C -1.959 -0.927 -1.443
N -2.560 -2.237 -1.506
C -2.879 0.206 -1.129
C -3.523 0.011 0.248
C -2.766 0.837 1.271
O -2.687 2.044 1.105
O -2.385 0.202 2.372
C 1.867 1.734 -0.590
O 1.345 2.325 -1.498
O 3.010 2.049 -0.037
H 3.509 -2.820 1.510
H 4.726 -1.779 2.237
H 4.782 -1.947 0.515
H 3.689 0.258 1.424
H 2.503 -0.727 2.153
H 1.462 -1.565 0.274
H 2.147 -0.938 -2.115
H 3.657 -1.647 -1.396
H 3.544 0.035 -1.519
H 0.889 0.834 1.051
H -0.159 0.905 -1.439
H -1.519 -0.734 -2.367
H -1.806 -2.889 -1.782
H -2.925 -2.562 -0.541
H -2.401 1.201 -1.146
H -3.653 0.203 -1.894
H -3.657 -1.004 0.630
H -4.590 0.374 0.161
H -2.201 -0.725 2.116
H 3.215 2.971 -0.281

two.
38
Properties=species:S:1:pos:R:3 method="wB97M-V/def2-TZVPD" e_homo_ev=-9.379 smiles="CC(C)C[C@H](N)C(=O)N[C@@H](CCC(=O)O)C(=O)O" orbital_gap_ev=9.74
C -4.092 -1.704 0.014
C -3.602 -0.370 0.691
C -3.974 -0.312 2.158
C -2.210 0.087 0.302
C -1.191 -1.008 0.421
N -1.100 -1.511 1.783
C 0.090 -0.439 -0.242
O 0.139 -0.309 -1.466
N 1.133 -0.191 0.570
C 2.371 0.148 -0.010
C 2.343 1.605 -0.576
C 2.423 1.558 -2.107
C 3.838 1.150 -2.577
O 4.776 0.821 -1.876
O 3.939 1.104 -3.887
C 3.413 0.028 1.139
O 3.061 -0.330 2.243
O 4.652 0.375 0.847
H -3.781 -1.728 -1.084
H -3.577 -2.579 0.420
H -5.181 -1.888 0.181
H -4.217 0.384 0.143
H -3.709 0.647 2.588
H -5.113 -0.346 2.321
H -3.548 -1.167 2.761
H -2.338 0.436 -0.743
H -1.923 0.907 0.978
H -1.519 -1.812 -0.246
H -1.075 -0.714 2.393
H -0.228 -1.995 1.988
H 1.096 -0.127 1.567
H 2.687 -0.633 -0.765
H 3.188 2.245 -0.298
H 1.497 2.184 -0.242
H 1.706 0.859 -2.494
H 2.124 2.508 -2.506
H 3.157 1.450 -4.323
H 4.743 0.665 -0.068

Relative to the most stable structure, the computed energies are one 13.6; two 0.0, all in kcal/mol.

one.
13
Properties=species:S:1:pos:R:3 method="wB97M-V/def2-TZVPD" charge=+1 e_homo_ev=-13.143 orbital_gap_ev=9.16
C 0.797 0.255 1.098
C -0.426 -0.012 1.461
C 1.204 0.198 -0.345
C -1.336 0.213 -0.515
N 0.025 -0.348 -1.159
I -1.608 -0.515 3.078
H 1.702 0.355 1.656
H 1.389 1.182 -0.824
H 1.891 -0.657 -0.235
H -1.931 -0.684 -0.403
H -1.612 1.193 -0.664
H -0.093 0.123 -2.111
H 0.000 -1.302 -1.037

two.
13
Properties=species:S:1:pos:R:3 method="wB97M-V/def2-TZVPD" charge=+1 e_homo_ev=-13.141 smiles="C=[NH+]CC(=C)I" orbital_gap_ev=7.50
C -0.491 -0.780 -1.419
N 0.601 -0.826 -0.796
C 1.094 0.232 -0.075
C 0.112 0.722 1.094
C -1.170 0.525 1.035
I 1.165 1.599 2.732
H -0.997 -1.629 -1.872
H -0.934 0.160 -1.864
H 0.777 -1.766 -0.561
H 1.172 1.029 -0.698
H 2.053 0.007 0.414
H -1.872 0.697 1.936
H -1.510 0.030 0.074

Relative to the most stable structure, the computed energies are one 39.4; two 0.0, all in kcal/mol.